[1]
This record from OMol25 describes C4H7NO as an isolated structure. The level of theory is ωB97M-V/def2-TZVPD.

Atoms and positions in Å:
C  0.112  1.970  0.134
C  -0.102  0.496  0.022
N  -1.040  -0.115  -0.691
C  -0.653  -1.468  -0.455
C  0.653  -1.327  0.271
O  1.234  -0.215  -0.176
H  0.774  2.199  0.973
H  -0.852  2.460  0.282
H  0.571  2.338  -0.790
H  -1.439  -2.038  0.057
H  -0.378  -2.023  -1.368
H  1.306  -2.153  0.561
H  -0.186  -0.124  1.180

Output
LUMO energy (spin up / spin down) = -0.266 / -0.268 eV
HOMO-LUMO gap (spin up / spin down) = 7.99 / 7.99 eV

[2]
This record from OMol25 describes an isolated molecule of C4H7NO. The level of theory is ωB97M-V/def2-TZVPD.

Atoms and positions in Å:
C  -1.397  -1.150  0.134
N  -0.210  -0.649  -0.531
C  0.938  -0.633  0.265
C  0.049  0.721  -0.304
C  1.013  1.812  -0.612
O  0.689  2.977  -0.522
H  -1.262  -2.233  0.182
H  -2.278  -0.894  -0.450
H  -1.500  -0.769  1.165
H  1.085  -0.578  1.318
H  1.672  -1.336  -0.126
H  -0.866  1.227  0.040
H  2.066  1.506  -0.559

Output
LUMO energy = 0.240 eV
SMILES = CN1C[C@H]1C=O
HOMO-LUMO gap = 9.17 eV

[3]
This record from OMol25 describes an isolated molecule of C4H7NO. The level of theory is ωB97M-V/def2-TZVPD.

Atoms and positions in Å:
C  -1.672  -0.198  0.213
N  -0.823  1.339  0.302
C  -0.482  0.391  -0.613
C  0.822  -0.386  -0.476
C  1.896  0.151  0.359
O  1.085  -0.927  0.804
H  -1.321  -1.095  0.723
H  -2.567  -0.282  -0.399
H  -1.894  0.525  1.053
H  -0.769  0.532  -1.670
H  1.073  -1.044  -1.311
H  2.934  -0.102  0.145
H  1.717  1.095  0.872

Output
LUMO energy = 0.945 eV
HOMO-LUMO gap = 9.48 eV

[4]
This record from OMol25 describes an isolated molecule of C4H7NO. The level of theory is ωB97M-V/def2-TZVPD.

Atoms and positions in Å:
C  1.629  0.200  -0.370
N  0.193  0.321  -0.533
C  -0.650  1.187  0.248
C  -0.606  -0.271  0.532
C  -1.431  -1.311  -0.142
O  -1.230  -2.490  0.020
H  2.047  0.838  0.421
H  2.121  0.428  -1.319
H  1.847  -0.846  -0.125
H  -0.200  1.823  1.014
H  -1.490  1.636  -0.280
H  -0.096  -0.586  1.443
H  -2.134  -0.929  -0.910

Output
LUMO energy = 0.937 eV
SMILES = CN1C[C@H]1C=O
HOMO-LUMO gap = 10.46 eV

[5]
This record from OMol25 describes an isolated molecule of C4H7NO. The level of theory is ωB97M-V/def2-TZVPD.

Atoms and positions in Å:
C  -1.377  -0.098  0.649
C  -0.330  -0.801  -0.182
C  0.300  -0.123  -1.359
N  1.052  -0.361  -0.153
C  1.556  0.675  0.614
O  2.104  1.654  0.162
H  -1.276  -0.351  1.710
H  -2.379  -0.404  0.330
H  -1.302  0.991  0.545
H  -0.433  -1.886  -0.230
H  0.603  -0.695  -2.233
H  0.024  0.914  -1.553
H  1.459  0.486  1.700

Output
LUMO energy = 0.958 eV
SMILES = C[C@H]1CN1C=O
HOMO-LUMO gap = 10.76 eV

[6]
This record from OMol25 describes C4H7NO as an isolated structure. The level of theory is ωB97M-V/def2-TZVPD.

Atoms and positions in Å:
O  -1.996  -0.924  0.450
C  -1.024  -0.191  -0.193
C  -0.064  1.371  0.321
N  0.849  1.074  -0.619
C  1.455  -0.168  -0.211
C  0.190  -0.884  -0.500
H  -1.561  -1.532  1.063
H  -1.532  0.421  -0.931
H  0.158  1.181  1.382
H  -0.692  2.243  0.139
H  1.802  -0.207  0.840
H  2.270  -0.473  -0.874
H  0.146  -1.912  -0.867

Output
LUMO energy = -0.015 eV
HOMO-LUMO gap = 8.53 eV

[7]
This record from OMol25 describes a 2-piece molecular cluster, C4H7NO overall. The level of theory is ωB97M-V/def2-TZVPD.

Atoms and positions in Å:
O  2.426  1.715  -0.582
C  0.531  -0.355  -0.184
C  -0.227  -1.642  0.080
C  -1.209  -0.593  -0.250
N  -1.511  0.165  0.959
C  -0.299  0.646  0.347
H  2.881  1.501  0.242
H  1.955  0.878  -0.786
H  -0.342  -1.982  1.111
H  -0.011  -2.432  -0.634
H  -1.748  -0.439  -1.178
H  -2.257  0.842  0.801
H  -0.189  1.695  0.073

Output
LUMO energy = 0.776 eV
HOMO-LUMO gap = 9.35 eV

[8]
This record from OMol25 describes an isolated molecule of C4H7NO. The level of theory is ωB97M-V/def2-TZVPD.

Atoms and positions in Å:
O  3.024  -1.361  -0.121
C  2.098  -0.662  -0.453
N  0.824  -0.686  0.101
C  -0.131  0.324  -0.266
C  -1.101  0.591  0.853
C  -1.574  0.003  -0.450
H  2.200  0.103  -1.249
H  0.780  -0.588  1.101
H  0.293  1.164  -0.812
H  -1.116  -0.110  1.694
H  -1.292  1.616  1.138
H  -2.143  0.649  -1.106
H  -1.863  -1.044  -0.431

Output
LUMO energy = 1.040 eV
SMILES = O=CNC1CC1
HOMO-LUMO gap = 10.74 eV

[9]
This record from OMol25 describes C4H7NO as an isolated structure. The level of theory is ωB97M-V/def2-TZVPD.

Atoms and positions in Å:
C  2.232  0.137  0.485
N  0.961  -0.453  0.120
C  -0.309  -0.138  0.455
C  -1.449  -0.755  0.088
C  -2.120  0.506  0.522
O  -0.788  1.025  0.979
H  2.067  1.124  0.927
H  2.845  0.259  -0.417
H  2.790  -0.484  1.200
H  -1.709  -1.796  0.156
H  0.843  -1.059  -0.673
H  -2.413  1.206  -0.268
H  -2.873  0.423  1.303

Output
LUMO energy = 0.980 eV
HOMO-LUMO gap = 8.53 eV

[10]
This record from OMol25 describes a 2-piece molecular cluster, C4H7NO overall. The level of theory is ωB97M-V/def2-TZVPD.

Atoms and positions in Å:
O  1.998  -0.579  1.370
C  0.873  0.551  -0.733
C  0.135  -0.774  -0.970
C  -1.149  -0.158  -0.441
N  -0.862  0.210  0.922
C  -0.383  1.118  -0.183
H  1.079  -0.382  1.616
H  2.201  0.019  0.627
H  0.529  -1.684  -0.511
H  0.138  -0.876  -2.063
H  -2.174  -0.275  -0.785
H  -1.680  0.673  1.322
H  -0.703  2.155  -0.170

Output
LUMO energy = -0.435 eV
HOMO-LUMO gap = 8.43 eV

[11]
This record from OMol25 describes a 2-piece molecular cluster, C4H7NO overall. The level of theory is ωB97M-V/def2-TZVPD.

Atoms and positions in Å:
C  1.608  1.403  -0.235
C  0.945  0.210  -0.859
C  -1.457  -1.841  0.063
N  -1.447  -0.805  0.796
C  -1.260  0.209  1.466
O  0.118  0.260  -1.741
H  2.697  1.325  -0.334
H  1.251  2.325  -0.700
H  1.367  1.402  0.834
H  1.253  -0.771  -0.438
H  -1.266  -1.724  -1.000
H  -1.652  -2.810  0.511
H  -2.157  0.818  1.635

Output
LUMO energy = 1.074 eV
HOMO-LUMO gap = 9.49 eV

[12]
This record from OMol25 describes an isolated molecule of C4H7NO. The level of theory is ωB97M-V/def2-TZVPD.

Atoms and positions in Å:
C  -1.720  -0.287  0.489
C  -0.303  -0.485  0.013
C  0.234  0.172  -1.219
N  0.592  0.654  0.091
C  1.891  0.550  0.565
O  2.885  0.750  -0.094
H  -1.741  -0.101  1.567
H  -2.325  -1.176  0.282
H  -2.181  0.570  -0.011
H  0.144  -1.451  0.257
H  1.016  -0.331  -1.785
H  -0.416  0.825  -1.797
H  1.924  0.310  1.644

Output
LUMO energy = 0.977 eV
SMILES = C[C@H]1CN1C=O
HOMO-LUMO gap = 10.90 eV

[13]
This record from OMol25 describes an isolated molecule of C4H7NO. The level of theory is ωB97M-V/def2-TZVPD.

Atoms and positions in Å:
N  -0.041  1.473  1.726
C  0.003  0.554  0.697
C  0.596  0.676  -0.495
C  0.154  -0.494  -1.335
C  -0.256  -1.461  -0.221
O  -0.651  -0.627  0.895
H  -0.693  1.296  2.475
H  -0.076  2.416  1.372
H  1.230  1.499  -0.791
H  0.931  -0.913  -1.979
H  -0.703  -0.236  -1.976
H  0.603  -2.068  0.092
H  -1.096  -2.115  -0.460

Output
LUMO energy = 1.082 eV
SMILES = NC1=CCCO1
HOMO-LUMO gap = 8.75 eV

[14]
This record from OMol25 describes an isolated molecule of C4H7NO. The level of theory is ωB97M-V/def2-TZVPD.

Atoms and positions in Å:
C  0.664  1.178  0.862
C  -0.796  0.413  0.455
C  -0.101  -0.617  -0.263
N  0.538  -1.770  -0.073
C  -0.736  0.115  -1.309
O  -1.769  0.536  1.200
H  0.842  -2.290  -0.888
H  0.399  -2.246  0.810
H  0.359  2.221  0.787
H  0.865  0.880  1.889
H  1.558  1.028  0.254
H  -0.422  1.034  -1.794
H  -1.400  -0.481  -1.932

Output
LUMO energy = 0.547 eV
HOMO-LUMO gap = 7.98 eV

[15]
This record from OMol25 describes an isolated molecule of C4H7NO. The level of theory is ωB97M-V/def2-TZVPD.

Atoms and positions in Å:
C  1.534  -0.527  0.343
C  0.175  -0.283  -0.282
C  -1.011  -0.681  0.384
O  -1.574  1.433  0.410
C  -0.830  1.642  -0.584
N  0.043  0.800  -1.145
H  2.291  -0.546  -0.445
H  1.570  -1.472  0.897
H  1.765  0.299  1.023
H  -0.204  -1.368  -0.694
H  -0.976  -1.286  1.289
H  -1.941  -0.657  -0.165
H  -0.841  2.645  -1.032

Output
LUMO energy = 0.129 eV
HOMO-LUMO gap = 9.11 eV

[16]
This record from OMol25 describes an isolated molecule of C4H7NO. The level of theory is ωB97M-V/def2-TZVPD.

Atoms and positions in Å:
C  0.652  -1.087  0.184
O  0.962  0.021  1.000
C  -0.212  0.850  1.034
C  -0.855  0.719  -0.326
N  0.093  0.794  -1.438
C  -0.130  -0.532  -0.963
H  0.035  -1.826  0.731
H  1.572  -1.552  -0.160
H  -0.907  0.542  1.826
H  0.147  1.858  1.289
H  -1.672  0.007  -0.495
H  0.987  1.064  -1.024
H  -0.593  -1.193  -1.702

Output
LUMO energy = 1.018 eV
SMILES = C1OC[C@H]2N[C@@H]12
HOMO-LUMO gap = 9.75 eV

[17]
This record from OMol25 describes a 2-piece molecular cluster, C4H7NO overall. The level of theory is ωB97M-V/def2-TZVPD.

Atoms and positions in Å:
C  1.850  0.402  0.563
O  0.659  -0.199  0.812
C  -0.139  -0.681  -0.055
C  -1.506  -1.086  0.359
C  -0.164  1.897  -0.960
N  -1.100  2.185  -1.576
H  2.408  0.523  1.484
H  0.764  1.673  -0.370
H  2.371  0.010  -0.312
H  0.229  -0.809  -1.073
H  -1.673  -2.156  0.186
H  -1.659  -0.868  1.418
H  -2.250  -0.534  -0.228

Output
LUMO energy (spin up / spin down) = 0.115 / 0.068 eV
HOMO-LUMO gap (spin up / spin down) = 8.05 / 7.95 eV

[18]
This record from OMol25 describes an isolated molecule of C4H7NO. The level of theory is ωB97M-V/def2-TZVPD.

Atoms and positions in Å:
C  1.630  0.407  0.068
N  0.232  0.110  -0.359
C  -0.365  1.249  -0.619
C  -0.323  -1.091  -0.006
C  -1.685  -1.194  0.422
O  -2.192  -2.190  0.921
H  2.058  1.240  -0.499
H  2.258  -0.472  0.008
H  1.527  0.734  1.110
H  -1.388  1.405  -0.341
H  0.236  2.040  -1.038
H  0.308  -1.973  0.010
H  -2.295  -0.267  0.323

Output
LUMO energy (spin up / spin down) = -0.317 / -0.151 eV
HOMO-LUMO gap (spin up / spin down) = 7.31 / 7.54 eV

[19]
This record from OMol25 describes an isolated molecule of C4H7NO. The level of theory is ωB97M-V/def2-TZVPD.

Atoms and positions in Å:
C  -0.515  2.005  0.915
C  -0.512  0.588  0.388
O  -1.448  -0.187  0.695
N  0.501  0.262  -0.431
C  1.136  -1.917  -0.525
C  0.169  -1.049  -1.035
H  -1.405  2.519  0.540
H  -0.588  1.980  2.006
H  0.381  2.549  0.612
H  1.318  -1.906  0.545
H  1.777  -2.566  -1.126
H  -0.839  -1.239  -0.465
H  0.024  -1.039  -2.117

Output
LUMO energy (spin up / spin down) = -1.687 / -1.630 eV
HOMO-LUMO gap (spin up / spin down) = 7.34 / 7.44 eV

[20]
This record from OMol25 describes an isolated molecule of C4H7NO. The level of theory is ωB97M-V/def2-TZVPD.

Atoms and positions in Å:
C  -1.683  0.404  -0.197
N  -0.358  -0.220  -0.178
C  -0.242  -1.526  -0.070
C  1.945  0.600  0.306
C  0.710  0.616  -0.451
O  1.012  1.703  0.387
H  -1.771  1.019  0.703
H  -1.785  1.036  -1.079
H  -2.450  -0.373  -0.184
H  -1.046  -2.172  -0.399
H  0.744  -1.923  0.134
H  2.041  0.052  1.246
H  2.883  0.784  -0.218

Output
LUMO energy (spin up / spin down) = 0.462 / 0.676 eV
HOMO-LUMO gap (spin up / spin down) = 7.52 / 8.06 eV

One value per record, in order, for energy: -7794.41164; -7794.77991; -7793.87146; -7797.13362; -7797.95538; -7794.92532; -7794.43229; -7797.76334; -7796.45499; -7793.49059; -7795.90202; -7797.98458; -7798.37900; -7794.70452; -7795.80358; -7795.83850; -7794.86134; -7796.07772; -7795.45891; -7794.64963 eV.